Density functional theory data (the ωB97M-V functional and the def2-TZVPD basis) for C26H23BFN8SbSe4Y as an isolated structure in a non-equilibrium geometry.

```
! wB97M-V def2-TZVPD RIJCOSX def2/J DEFGRID3
* xyz -2 2
Y 0.248 -0.367 -0.035
C -1.981 0.127 -3.606
C -0.986 0.825 -2.924
N -1.233 0.856 -1.612
N -2.391 0.161 -1.431
C -2.843 -0.293 -2.615
B -2.962 -0.153 -0.037
N -2.512 -1.557 0.391
C -3.044 -2.730 0.018
C -2.228 -3.745 0.474
C -1.185 -3.086 1.117
N -1.356 -1.761 1.075
N -2.407 0.885 0.981
C -3.102 1.692 1.792
C -2.212 2.516 2.448
C -0.964 2.133 1.963
N -1.098 1.146 1.091
N -4.473 -0.036 -0.019
C -5.254 0.761 -0.779
C -6.529 0.720 -0.264
C -6.422 -0.139 0.838
N -5.186 -0.573 0.979
H -2.030 -0.108 -4.652
H -0.095 1.294 -3.316
H -3.713 -0.918 -2.683
H -3.933 -2.791 -0.577
H -2.345 -4.798 0.316
H -0.306 -3.502 1.588
H -4.169 1.628 1.880
H -2.430 3.275 3.172
H 0.008 2.528 2.193
H -4.854 1.286 -1.622
H -7.401 1.228 -0.626
H -7.187 -0.454 1.521
Se -0.280 -2.524 -5.787
Sb -0.708 -3.511 -3.593
Se 0.383 -5.685 -3.417
Se -3.129 -3.844 -3.508
Se 0.038 -1.942 -1.695
C 2.164 0.464 0.745
C 2.703 1.275 -0.283
C 2.665 0.781 -1.627
C 3.076 1.523 -2.702
C 3.540 2.824 -2.520
C 3.602 3.340 -1.233
C 3.217 2.595 -0.147
H 2.366 -0.257 -1.802
H 3.027 1.098 -3.695
H 3.849 3.415 -3.369
H 3.945 4.357 -1.076
H 3.234 3.073 0.824
F 7.438 -1.659 3.280
C 6.246 -1.074 2.981
C 6.242 0.166 2.371
C 5.034 0.787 2.121
C 3.830 0.180 2.477
C 2.517 0.842 2.177
C 3.869 -1.084 3.064
C 5.071 -1.718 3.316
H 7.177 0.638 2.108
H 5.033 1.755 1.640
H 2.608 1.928 2.313
H 1.762 0.486 2.889
H 2.947 -1.581 3.338
H 5.108 -2.695 3.773
*
```

For the orbital gap (spin up / spin down), the calculation gives 4.379 / 2.635 eV. The HOMO energy (spin up / spin down) comes out at -0.30 / -0.29 eV. The energy above the lowest of the compared OMol25 structures with the same formula, charge and spin comes out at 52.1 kcal/mol. As for the total energy: -311620.02912 eV.

Electronic structure analysis, natural (NBO) charges in units of e: 1.546, -0.349, 0.005, -0.366, -0.380, 0.004, 0.946, -0.351, 0.038, -0.334, 0.002, -0.395, -0.316, -0.005, -0.358, -0.011, -0.353, -0.366, -0.032, -0.362, -0.074, -0.267, 0.240, 0.230, 0.245, 0.238, 0.235, 0.215, 0.224, 0.214, 0.225, 0.228, 0.213, 0.194, -0.318, 1.052, -0.763, -0.751, -0.707, -0.795, -0.055, -0.307, -0.192, -0.365, -0.214, -0.271, 0.221, 0.195, 0.181, 0.179, 0.170, -0.354, 0.349, -0.286, -0.199, 0.032, -0.444, -0.194, -0.290, 0.209, 0.223, 0.171, 0.184, 0.205, 0.210